# 1
Computed, not measured: C60H48N6O2P3SSiSr as an isolated structure at a distorted geometry, with ωB97M-V/def2-TZVPD.

Last column: Mulliken charge in e.
Geometry (Å):
Sr 0.003 -0.342 -1.757  1.867
C 6.956 1.340 -1.636  -0.708
C 6.355 0.169 -1.199  -0.550
C 5.039 0.185 -0.782  -0.555
C 4.310 1.374 -0.778  -0.048
C 4.914 2.542 -1.230  -0.316
C 6.231 2.520 -1.652  -0.523
P 2.547 1.214 -0.331  0.854
C 2.086 2.974 -0.084  1.364
C 1.492 3.595 -1.183  0.059
C 1.206 4.947 -1.159  -0.717
C 1.488 5.693 -0.026  -0.817
C 2.027 5.072 1.088  -0.759
C 2.321 3.720 1.067  -0.431
C 2.769 0.631 1.388  0.087
C 3.828 1.118 2.155  -0.442
C 3.993 0.714 3.467  -0.860
C 3.111 -0.206 4.012  -1.104
C 2.084 -0.711 3.236  0.360
C 1.888 -0.307 1.920  0.216
Si 0.418 -0.984 0.881  -0.125
C -0.845 -1.080 2.290  0.315
C -0.929 -2.144 3.175  0.596
C -1.734 -2.076 4.297  -1.135
C -2.466 -0.927 4.554  -1.108
C -2.425 0.127 3.661  -0.066
C -1.623 0.045 2.528  -0.743
P -1.648 1.342 1.238  2.119
C -1.087 2.802 2.173  0.742
C -0.294 2.697 3.310  -0.717
C 0.131 3.838 3.968  -0.622
C -0.223 5.090 3.494  -0.655
C -0.966 5.202 2.328  -0.757
C -1.378 4.066 1.661  -0.528
C -3.477 1.553 1.289  0.251
C -4.184 2.561 1.934  -0.504
C -5.568 2.524 1.971  -0.664
C -6.262 1.486 1.371  -0.741
C -5.564 0.489 0.706  -0.995
C -4.185 0.530 0.658  0.127
C 0.809 -2.804 0.545  0.521
C 2.053 -3.398 0.686  -0.822
C 2.303 -4.661 0.177  -0.909
C 1.313 -5.336 -0.521  -1.217
C 0.066 -4.757 -0.680  0.095
C -0.189 -3.505 -0.136  0.366
P -1.794 -2.648 -0.217  1.303
C -2.764 -3.666 0.980  0.309
C -3.583 -3.003 1.888  0.250
C -4.339 -3.714 2.802  -0.629
C -4.297 -5.096 2.811  -0.804
C -3.493 -5.766 1.903  -0.723
C -2.726 -5.057 0.998  -0.403
C -2.529 -3.314 -1.752  0.787
C -3.899 -3.557 -1.841  -0.963
C -4.477 -3.876 -3.056  -0.629
C -3.705 -3.926 -4.206  -0.679
C -2.347 -3.661 -4.131  -0.938
C -1.764 -3.348 -2.916  -0.390
H 7.986 1.333 -1.966  0.327
H 6.915 -0.758 -1.200  0.423
H 4.557 -0.730 -0.455  0.292
H 4.345 3.458 -1.262  0.402
H 6.693 3.428 -2.013  0.410
H 1.282 3.010 -2.070  -0.376
H 0.766 5.422 -2.024  0.508
H 1.286 6.755 -0.007  0.386
H 2.223 5.648 1.983  0.407
H 2.733 3.257 1.954  0.258
H 4.539 1.803 1.711  0.564
H 4.812 1.103 4.059  0.394
H 3.236 -0.536 5.036  0.423
H 1.414 -1.442 3.671  0.459
H -0.361 -3.043 2.972  0.516
H -1.791 -2.914 4.978  0.397
H -3.080 -0.859 5.442  0.398
H -3.013 1.016 3.847  0.514
H -0.012 1.721 3.682  0.208
H 0.740 3.750 4.858  0.416
H 0.084 5.981 4.026  0.379
H -1.215 6.178 1.936  0.457
H -1.935 4.150 0.737  0.596
H -3.656 3.365 2.429  0.359
H -6.108 3.307 2.486  0.430
H -7.341 1.451 1.433  0.363
H -6.099 -0.321 0.231  0.499
H -3.637 -0.261 0.157  -0.138
H 2.839 -2.853 1.197  0.496
H 3.280 -5.113 0.291  0.392
H 1.519 -6.302 -0.963  0.360
H -0.683 -5.264 -1.277  0.365
H -3.625 -1.923 1.884  0.060
H -4.954 -3.188 3.518  0.456
H -4.887 -5.660 3.519  0.369
H -3.455 -6.847 1.902  0.435
H -2.097 -5.593 0.302  0.291
H -4.516 -3.504 -0.951  0.396
H -5.537 -4.080 -3.103  0.417
H -4.163 -4.162 -5.158  0.379
H -1.736 -3.693 -5.021  0.504
H -0.702 -3.152 -2.869  0.136
O -2.527 -0.257 -2.328  -0.236
H -2.446 -0.075 -3.272  0.149
H -2.919 0.534 -1.941  0.222
N 3.660 -0.564 -3.929  0.012
C 3.873 0.683 -4.356  0.756
N 4.886 0.894 -5.241  -0.484
S 3.013 1.968 -3.779  -0.369
H 4.146 -1.341 -4.347  0.211
H 2.829 -0.777 -3.369  -0.268
H 5.217 0.120 -5.797  0.200
H 4.880 1.800 -5.679  0.272
O 2.309 -3.991 -3.169  -0.703
C 1.834 -2.931 -2.953  0.725
N 1.386 -1.856 -2.780  -1.667
N -0.446 1.180 -3.600  -0.930
C -0.321 2.172 -4.206  0.092
C -0.243 3.336 -4.906  0.294
C -1.077 4.400 -4.564  0.151
N -1.774 5.277 -4.286  -0.612
C 0.686 3.515 -5.932  0.143
N 1.417 3.695 -6.804  -0.580

Summary:
ΔE to the lowest compared entry with this formula, charge and spin: 40.46 kcal/mol
HOMO: -0.150 Ha
maximum force: 0.039 hartree/bohr
net charge: -1
orbital gap: 6.3 eV

***

# 2
Computed, not measured: C60H50I2N3O4PSe2TaTe as an isolated structure at a distorted geometry, with ωB97M-V/def2-TZVPD.

Last column: Mulliken charge in e.
Geometry (Å):
Ta 0.013 -0.941 -0.446  0.617
I 0.402 -4.674 -4.099  0.027
C -0.895 -3.063 -4.048  0.053
C -1.767 -2.821 -5.138  -0.112
C -2.650 -1.779 -5.136  -0.199
I -3.884 -1.500 -6.785  0.094
C -2.710 -0.900 -4.017  1.184
C -3.565 0.212 -3.875  -0.892
C -3.511 0.975 -2.740  -1.336
C -2.591 0.650 -1.734  0.154
N -1.778 -0.381 -1.831  0.603
C -1.833 -1.155 -2.951  -0.324
C -0.922 -2.243 -2.950  -0.921
O -0.145 -2.361 -1.889  0.054
H -1.723 -3.489 -5.987  0.401
H -4.258 0.455 -4.671  0.255
H -4.156 1.833 -2.611  0.540
H -2.505 1.246 -0.836  0.035
C -0.121 3.954 4.935  -1.646
C -0.306 3.071 3.734  0.182
C -0.628 1.736 3.852  -0.912
C -0.719 0.912 2.718  -0.425
C -1.289 -0.406 2.793  0.141
O -0.853 -1.292 1.964  -0.074
C -2.450 -0.639 3.657  0.698
C -2.519 -1.760 4.483  -0.148
C -3.595 -1.922 5.337  -0.921
C -4.612 -0.977 5.361  -0.527
C -4.544 0.148 4.550  -0.884
C -3.457 0.330 3.714  -0.165
C -0.492 1.451 1.437  0.002
O -0.637 0.666 0.366  1.851
C -0.290 2.823 1.290  1.298
C -0.190 3.593 2.440  -0.229
C -0.221 3.495 -0.045  -0.537
N 0.526 2.966 -0.918  0.297
C 0.770 3.557 -2.214  -0.850
C 2.271 3.753 -2.399  -0.244
Te 3.269 5.027 -1.009  0.225
C 3.828 3.631 0.462  -0.257
C 4.865 4.030 1.304  -0.632
C 5.245 3.228 2.370  -0.702
C 4.611 2.012 2.589  -0.987
C 3.597 1.603 1.735  -0.236
C 3.196 2.411 0.677  1.321
C -1.121 4.686 -0.191  -0.396
C -0.659 5.965 -0.478  0.360
C -1.558 7.016 -0.614  -0.836
C -2.919 6.798 -0.470  -0.584
C -3.386 5.524 -0.173  -0.882
C -2.489 4.479 -0.024  -0.297
H -0.422 3.443 5.848  0.430
H -0.707 4.869 4.847  0.373
H 0.925 4.245 5.044  0.315
H -0.810 1.304 4.828  0.552
H -1.708 -2.469 4.487  0.503
H -3.638 -2.783 5.990  0.481
H -5.456 -1.110 6.025  0.434
H -5.334 0.886 4.573  0.477
H -3.394 1.205 3.079  0.526
H -0.020 4.659 2.321  0.591
H 0.216 4.480 -2.403  0.463
H 0.454 2.824 -2.967  0.374
H 2.794 2.797 -2.381  -0.662
H 2.463 4.222 -3.364  0.757
H 5.379 4.970 1.135  0.389
H 6.046 3.552 3.023  0.420
H 4.912 1.383 3.417  0.463
H 3.105 0.649 1.888  0.352
H 2.397 2.084 0.023  -0.146
H 0.404 6.140 -0.577  0.228
H -1.188 8.009 -0.833  0.448
H -3.615 7.619 -0.578  0.401
H -4.447 5.350 -0.047  0.451
H -2.854 3.490 0.234  0.272
Se 2.354 -3.279 -0.440  -0.153
P 3.034 -1.588 -1.797  0.198
Se 1.617 0.042 -2.279  -0.523
C 4.512 -0.817 -1.112  1.213
C 4.951 0.390 -1.656  -0.533
C 6.149 0.941 -1.237  -0.503
C 6.913 0.294 -0.275  -0.635
C 6.476 -0.902 0.271  -0.686
C 5.275 -1.461 -0.143  -0.420
C 3.523 -2.442 -3.309  1.203
C 4.189 -3.663 -3.209  -0.578
C 4.588 -4.327 -4.355  -0.764
C 4.329 -3.774 -5.604  -0.528
C 3.678 -2.555 -5.704  -0.704
C 3.273 -1.886 -4.558  -0.230
H 4.358 0.908 -2.399  0.192
H 6.480 1.884 -1.653  0.454
H 7.847 0.730 0.054  0.423
H 7.065 -1.402 1.029  0.430
H 4.930 -2.385 0.299  0.374
H 4.407 -4.103 -2.242  0.361
H 5.102 -5.276 -4.275  0.422
H 4.636 -4.299 -6.499  0.406
H 3.477 -2.124 -6.675  0.445
H 2.743 -0.947 -4.643  0.366
O 1.626 -0.918 0.667  -0.457
N 1.148 -2.277 0.635  -0.407
C -1.021 -4.139 2.297  -2.463
C -1.825 -3.576 1.123  3.876
C -1.317 -4.290 -0.139  -1.442
C -1.747 -2.025 1.015  -1.922
C -3.323 -3.899 1.238  -0.612
C -3.870 -4.611 2.299  -0.396
C -5.230 -4.898 2.344  -0.994
C -6.069 -4.476 1.327  -0.513
C -5.538 -3.758 0.263  -1.003
C -4.183 -3.478 0.220  0.036
H 0.005 -3.778 2.245  0.087
H -1.005 -5.228 2.233  0.633
H -1.431 -3.882 3.265  0.386
H -0.232 -4.252 -0.218  0.064
H -1.736 -3.857 -1.045  0.094
H -1.621 -5.337 -0.094  0.580
H -2.725 -1.568 1.151  1.057
H -3.240 -4.962 3.105  0.436
H -5.631 -5.457 3.180  0.424
H -7.126 -4.708 1.358  0.414
H -6.182 -3.425 -0.541  0.435
H -3.786 -2.913 -0.618  0.323

Summary:
ΔE to the lowest compared entry with this formula, charge and spin: 95.90 kcal/mol
HOMO: -0.346 Ha
maximum force: 0.053 hartree/bohr
net charge: +1
orbital gap: 5.7 eV

***

What is the formula in the first record?
C60H48N6O2P3SSiSr

***

Among the records above, which one has the highest orbital gap?
C60H48N6O2P3SSiSr